Density functional theory data (ωB97M-V/def2-TZVPD) for a molecular structure, C31H38IN2P2PtSi2.

XYZ file:
```
77
Properties=species:S:1:pos:R:3
Pt -0.716 -0.651 1.083
C 0.663 -1.935 -2.099
Si 1.660 -2.144 -0.541
C 3.495 -1.934 -0.835
C 1.335 -3.784 0.282
N 1.208 -0.782 0.537
P 1.881 -0.241 1.942
C 0.384 0.422 2.532
P -0.244 1.934 1.939
N -0.863 1.270 0.560
Si -2.282 1.755 -0.432
C -3.884 1.529 0.491
C -2.022 3.577 -0.770
C -2.208 0.733 -1.985
C 0.860 3.306 1.623
C 1.371 4.046 2.690
C 2.261 5.077 2.446
C 2.621 5.389 1.141
C 2.110 4.658 0.079
C 1.245 3.603 0.320
C -1.537 2.557 3.009
C -2.271 1.642 3.764
C -3.372 2.069 4.485
C -3.737 3.410 4.467
C -3.000 4.326 3.731
C -1.901 3.901 2.999
C 2.435 -1.607 2.960
C 3.759 -2.038 2.929
C 4.126 -3.194 3.601
C 3.173 -3.919 4.303
C 1.853 -3.487 4.343
C 1.484 -2.330 3.678
C 3.297 0.830 1.725
C 3.579 1.370 0.474
C 4.661 2.221 0.319
C 5.440 2.557 1.417
C 5.146 2.038 2.671
C 4.082 1.168 2.827
H 0.806 -2.787 -2.765
H 0.944 -1.031 -2.640
H -0.402 -1.879 -1.871
H 3.855 -2.802 -1.389
H 4.066 -1.890 0.093
H 3.722 -1.047 -1.424
H 1.519 -4.599 -0.420
H 0.299 -3.872 0.618
H 1.985 -3.934 1.147
H -3.931 2.176 1.370
H -4.040 0.498 0.817
H -4.717 1.795 -0.162
H -1.929 4.164 0.145
H -2.902 3.950 -1.299
H -1.154 3.771 -1.397
H -2.141 -0.330 -1.752
H -1.346 1.001 -2.598
H -3.108 0.876 -2.585
H 1.062 3.829 3.706
H 2.660 5.650 3.272
H 3.304 6.207 0.954
H 2.394 4.903 -0.936
H 0.862 3.010 -0.499
H -1.967 0.602 3.800
H -3.942 1.358 5.067
H -4.594 3.742 5.038
H -3.277 5.371 3.725
H -1.332 4.621 2.422
H 4.508 -1.478 2.381
H 5.155 -3.524 3.578
H 3.460 -4.820 4.827
H 1.113 -4.048 4.897
H 0.459 -1.975 3.733
H 2.951 1.122 -0.370
H 4.891 2.631 -0.655
H 6.280 3.227 1.296
H 5.756 2.300 3.525
H 3.875 0.737 3.800
I -2.587 -2.362 0.904
```

Summary:
Molar mass   878.76 g mol⁻¹
Lowest unoccupied orbital energy   -4.55 eV
E_HOMO   -11.163 eV
Net charge   +1

Density functional theory data (ωB97M-V/def2-TZVPD) for C3H4N2O in the gas phase.

XYZ file:
```
10
Properties=species:S:1:pos:R:3
O -1.511 -0.460 -0.527
C -0.126 -0.019 -0.977
C -0.145 0.903 0.088
N 0.638 0.482 1.059
N 1.329 -0.664 0.696
C 0.887 -0.956 -0.497
H -2.159 0.060 -1.003
H -0.789 1.771 0.136
H 0.508 0.665 2.042
H 1.368 -1.782 -1.015
```

Summary:
Molar mass   84.08 g mol⁻¹
SMILES   Oc1cn[nH]c1
Lowest unoccupied orbital energy   0.30 eV
ΔE to the lowest compared entry with this formula, charge and spin   456.13 kJ/mol
E_HOMO   -8.078 eV
Net charge   0

Density functional theory data (ωB97M-V/def2-TZVPD) for a molecular structure, C33H41HgN8OSSi.

XYZ file:
```
86
Properties=species:S:1:pos:R:3
Hg -0.851 1.058 0.363
C 0.945 -1.423 3.851
C 0.594 -0.286 2.932
N 0.514 -0.471 1.599
N 0.554 -1.813 1.227
C 1.378 -2.310 0.296
N 1.085 -3.599 -0.062
S 2.671 -1.504 -0.392
C 0.364 1.012 3.454
C 0.374 1.288 4.854
C 0.212 2.566 5.307
C 0.028 3.613 4.385
C -0.023 3.272 3.050
N 0.117 2.038 2.574
H 1.595 -2.130 3.337
H 0.060 -1.973 4.191
H 1.470 -1.072 4.735
H -0.301 -2.329 1.394
H 0.582 -4.184 0.586
H 1.792 -4.052 -0.614
H 0.496 0.486 5.566
H 0.221 2.767 6.371
H -0.092 4.640 4.698
H -0.194 4.043 2.305
C -1.571 0.154 -4.491
C -0.284 0.208 -5.004
C 0.742 0.681 -4.207
C 0.446 1.114 -2.914
N -0.792 1.067 -2.432
C -1.769 0.589 -3.191
C 1.507 1.597 -1.981
C 2.770 1.933 -2.451
C 3.757 2.307 -1.556
C 3.457 2.332 -0.208
C 2.171 2.000 0.184
N 1.215 1.662 -0.676
H -2.397 -0.227 -5.075
H -0.073 -0.145 -6.006
H 1.754 0.682 -4.583
H -2.751 0.561 -2.733
H 2.987 1.906 -3.508
H 4.746 2.563 -1.912
H 4.194 2.595 0.536
H 1.881 1.994 1.225
C -3.565 -4.019 -4.253
N -3.195 -3.941 -2.842
N -2.067 -3.141 -2.613
C -2.275 -2.338 -1.482
O -1.432 -1.617 -0.981
C -3.651 -2.598 -1.093
C -4.159 -3.512 -1.941
C -5.541 -4.061 -2.018
C -0.797 -3.617 -3.025
C 0.255 -2.717 -3.130
C 1.504 -3.174 -3.516
C 1.708 -4.515 -3.811
C 0.650 -5.407 -3.703
C -0.603 -4.966 -3.303
H -2.717 -4.397 -4.820
H -3.852 -3.037 -4.641
H -4.391 -4.717 -4.361
H -4.139 -2.137 -0.251
H -6.110 -3.741 -1.149
H -5.525 -5.150 -2.050
H -6.058 -3.704 -2.911
H 0.106 -1.681 -2.871
H 2.327 -2.473 -3.558
H 2.686 -4.863 -4.114
H 0.797 -6.457 -3.923
H -1.421 -5.664 -3.191
C -5.554 2.683 0.924
Si -3.801 2.670 0.234
C -3.886 2.994 -1.617
C -2.871 4.095 1.024
C -2.983 1.031 0.532
H -6.057 3.632 0.727
H -5.540 2.532 2.006
H -6.160 1.885 0.487
H -4.399 3.932 -1.837
H -4.419 2.194 -2.138
H -2.879 3.056 -2.036
H -3.389 5.043 0.863
H -1.870 4.181 0.594
H -2.758 3.948 2.100
H -3.195 0.632 1.526
H -3.322 0.298 -0.205
```

Summary:
Multiplicity   2
Molar mass   826.49 g mol⁻¹
Lowest unoccupied orbital energy (spin up / spin down)   0.17 / 0.17 eV
ΔE to the lowest compared entry with this formula, charge and spin   85.93 kJ/mol
E_HOMO (spin up / spin down)   -4.820 / -7.393 eV
Net charge   0
<S²>   0.7675

Density functional theory data (ωB97M-V/def2-TZVPD) for 2 unconnected molecules or ions with the total composition CH5O3.

XYZ file:
```
9
Properties=species:S:1:pos:R:3
O -2.470 -0.284 -0.058
H -2.929 0.486 0.211
H -2.924 -0.623 -0.846
H -1.314 -0.026 -0.051
O -0.053 0.535 0.113
C 1.240 0.464 0.166
O 1.903 -0.672 -0.069
H 1.761 1.370 -0.180
H 2.925 -0.622 -0.016
```

Summary:
Molar mass   65.05 g mol⁻¹
Lowest unoccupied orbital energy   -4.46 eV
ΔE to the lowest compared entry with this formula, charge and spin   101.29 kJ/mol
E_HOMO   -16.723 eV
Net charge   +1

Density functional theory data (ωB97M-V/def2-TZVPD) for 2 unconnected molecules or ions with the total composition C3H5NO2.

XYZ file:
```
11
Properties=species:S:1:pos:R:3
C -0.963 -0.947 0.213
C -0.699 2.341 -0.451
O -0.446 2.910 0.498
N 1.465 0.283 -0.857
C 1.383 -0.453 0.168
O 0.354 -1.152 0.696
H -1.029 -0.962 -0.881
H -1.364 0.001 0.588
H -1.555 -1.770 0.615
H 0.595 0.359 -1.381
H 2.260 -0.611 0.792
```

Summary:
Molar mass   87.08 g mol⁻¹
Lowest unoccupied orbital energy   0.89 eV
ΔE to the lowest compared entry with this formula, charge and spin   166.66 kJ/mol
E_HOMO   -10.335 eV
Net charge   0

Density functional theory data (ωB97M-V/def2-TZVPD) for 10 unconnected molecules or ions with the total composition C35H56BrCl18NO5S.

XYZ file:
```
117
Properties=species:S:1:pos:R:3
C 0.991 1.979 2.813
C 0.727 0.919 2.327
C 0.288 -0.366 1.792
C -0.017 -0.377 0.297
C 1.184 -0.235 -0.630
C 2.018 1.019 -0.486
C 3.398 0.865 -0.377
C 4.239 1.963 -0.283
C 3.718 3.250 -0.290
C 2.341 3.423 -0.394
C 1.741 4.805 -0.432
C 1.515 2.312 -0.490
O -0.343 -1.844 0.124
S -1.842 -2.191 -0.108
O -2.326 -3.123 0.858
O -2.094 -2.583 -1.456
O -2.395 -0.751 0.250
C -1.374 0.248 -0.132
C -1.852 1.465 0.646
N -3.211 1.823 0.262
C -3.515 3.178 0.734
C -1.587 0.351 -1.673
C -1.291 1.695 -2.294
O -1.846 2.715 -2.114
Br 0.187 1.672 -3.613
H 1.294 2.826 3.405
H 1.022 -1.141 2.002
H -0.630 -0.626 2.321
H 0.917 -0.363 -1.677
H 1.833 -1.070 -0.375
H 3.845 -0.120 -0.378
H 5.309 1.827 -0.212
H 4.367 4.112 -0.243
H 0.902 4.822 -1.126
H 2.461 5.531 -0.793
H 1.370 5.080 0.554
H 0.454 2.490 -0.587
H -1.867 1.137 1.692
H -1.160 2.296 0.614
H -3.859 1.208 0.737
H -2.746 3.874 0.407
H -3.571 3.243 1.826
H -4.468 3.494 0.315
H -1.045 -0.416 -2.211
H -2.642 0.170 -1.849
Cl 2.469 -4.746 1.824
C 1.334 -5.055 0.482
C 1.152 -6.518 0.189
Cl 2.618 -7.266 -0.502
H 1.701 -4.516 -0.387
H 0.379 -4.630 0.777
H 0.356 -6.637 -0.541
H 0.885 -7.073 1.085
Cl -0.544 -2.034 -4.590
C -1.167 -1.992 -6.259
C -0.126 -1.540 -7.250
Cl 0.294 0.182 -7.050
H -2.039 -1.343 -6.275
H -1.486 -3.005 -6.502
H -0.509 -1.656 -8.262
H 0.789 -2.120 -7.159
Cl -2.790 4.586 4.585
C -1.797 4.863 6.037
C -0.333 4.981 5.709
Cl 0.340 3.416 5.168
H -1.977 4.040 6.722
H -2.147 5.790 6.490
H 0.225 5.277 6.597
H -0.155 5.717 4.930
Cl -2.272 0.736 4.700
C -1.910 -0.076 6.246
C -2.896 0.299 7.323
Cl -2.727 2.005 7.819
H -0.892 0.181 6.529
H -1.959 -1.148 6.064
H -2.726 -0.307 8.211
H -3.921 0.148 6.994
Cl 6.332 -2.096 3.162
C 5.451 -2.638 4.611
C 3.978 -2.739 4.311
Cl 3.257 -1.132 4.031
H 5.660 -1.942 5.420
H 5.838 -3.616 4.890
H 3.449 -3.188 5.150
H 3.818 -3.352 3.429
Cl 3.377 3.985 -7.372
C 1.722 3.816 -6.730
C 0.772 4.816 -7.332
Cl 1.126 6.484 -6.809
H 1.770 3.914 -5.648
H 1.392 2.807 -6.970
H -0.244 4.592 -7.010
H 0.805 4.792 -8.418
Cl -6.500 2.985 -0.491
C -6.962 2.871 -2.209
C -5.898 3.448 -3.108
Cl -5.763 5.216 -2.937
H -7.915 3.377 -2.338
H -7.099 1.815 -2.434
H -6.150 3.246 -4.147
H -4.922 3.016 -2.896
Cl 7.155 -0.658 -1.751
C 7.514 -2.250 -1.033
C 6.511 -3.297 -1.445
Cl 4.907 -2.990 -0.737
H 7.541 -2.133 0.047
H 8.506 -2.539 -1.377
H 6.834 -4.275 -1.091
H 6.399 -3.340 -2.525
Cl -5.262 -9.122 0.105
C -4.423 -7.718 0.816
C -3.448 -7.089 -0.144
Cl -2.046 -8.145 -0.469
H -3.928 -8.049 1.725
H -5.189 -6.992 1.083
H -3.057 -6.165 0.281
H -3.917 -6.856 -1.096
```

Summary:
Molar mass   1320.96 g mol⁻¹
SMILES   C#CC[C@@]1(Cc2cccc(C)c2)OS(=O)(=O)O[C@]1(CNC)CC(=O)Br.ClCCCl.ClCCCl.ClCCCl.ClCCCl.ClCCCl.ClCCCl.ClCCCl.ClCCCl.ClCCCl
Lowest unoccupied orbital energy   0.32 eV
E_HOMO   -8.844 eV
Net charge   0

Density functional theory data (ωB97M-V/def2-TZVPD) for C5H4O2 in the gas phase.

XYZ file:
```
11
Properties=species:S:1:pos:R:3
O -1.299 0.204 -2.366
C -0.714 0.114 -1.353
O 0.727 -0.033 -1.503
C 1.402 -0.128 -0.347
C 0.887 -0.127 0.929
C -0.493 0.007 1.097
C -1.284 0.125 0.010
H 2.463 -0.060 -0.369
H 1.579 -0.343 1.728
H -0.902 0.014 2.094
H -2.365 0.227 0.079
```

Summary:
Molar mass   96.08 g mol⁻¹
SMILES   O=c1cccco1
Lowest unoccupied orbital energy   0.10 eV
ΔE to the lowest compared entry with this formula, charge and spin   34.11 kJ/mol
E_HOMO   -8.962 eV
Net charge   0

net charge of number 1 (C31H38IN2P2PtSi2)? +1